# C32H26F3IrN6OS

A structure of composition C32H26F3IrN6OS in a non-equilibrium geometry (ωB97M-V/def2-TZVPD, the Open Molecules 2025 dataset).

ORCA input file:
```
! wB97M-V def2-TZVPD RIJCOSX def2/J DEFGRID3
* xyz 2 5
Ir -0.77 0.74 0.91
C 0.13 2.14 3.60
N -0.97 2.26 2.54
C -2.34 2.11 3.11
C -3.25 2.06 1.95
N -2.75 1.38 0.86
C -3.83 1.35 -0.08
C -3.97 0.78 -1.34
C -5.09 1.08 -2.10
C -6.08 1.91 -1.59
C -5.98 2.45 -0.31
C -4.86 2.19 0.41
N -4.51 2.57 1.74
C 1.18 1.29 3.05
N 1.02 0.64 1.86
C 2.07 -0.32 1.84
C 2.41 -1.30 0.93
C 3.53 -2.11 1.23
C 4.26 -1.93 2.44
C 3.98 -0.83 3.27
C 2.92 -0.04 2.89
N 2.36 0.99 3.66
H -0.37 1.62 4.44
H 0.52 3.15 3.86
H -0.84 3.10 2.00
H -2.52 2.95 3.80
H -2.33 1.18 3.71
H -3.16 0.08 -1.69
H -5.26 0.64 -3.08
H -6.97 2.16 -2.22
H -6.83 2.94 0.19
H -5.19 2.93 2.43
H 1.95 -1.36 -0.03
H 3.87 -2.89 0.53
H 5.00 -2.68 2.79
H 4.46 -0.72 4.25
H 2.74 1.27 4.59
C 6.62 1.45 -5.56
C 5.40 0.60 -5.28
O 5.37 -0.39 -4.58
S 4.09 1.25 -6.34
C 2.93 0.80 -5.08
C 2.86 1.65 -4.01
C 1.96 1.39 -2.99
C 1.17 0.20 -3.06
C 1.28 -0.67 -4.19
C 2.11 -0.33 -5.21
C 0.33 0.10 -1.96
C -0.21 0.17 -0.84
H 7.04 1.35 -6.54
H 7.44 1.25 -4.82
H 6.27 2.49 -5.47
H 3.58 2.45 -3.94
H 1.94 2.05 -2.08
H 0.69 -1.53 -4.21
H 2.33 -0.95 -6.10
F -3.12 -5.44 3.46
C -2.64 -5.26 2.19
F -3.63 -5.47 1.28
F -1.69 -6.24 2.06
C -2.09 -3.81 1.96
C -2.29 -3.22 0.73
C -1.88 -1.93 0.45
N -1.25 -1.20 1.40
C -1.02 -1.74 2.62
C -1.47 -3.00 2.95
H -2.82 -3.73 -0.08
H -2.17 -1.49 -0.55
H -0.41 -1.20 3.37
H -1.21 -3.39 3.97
*
```

Summary:
⟨S²⟩   6.0573
E   -2440.1826 hartree
Molar mass   791.9 g mol⁻¹

# C32H26F5OPPdSSe2

A structure of composition C32H26F5OPPdSSe2 (ωB97M-V/def2-TZVPD, the Open Molecules 2025 dataset).

ORCA input file:
```
! wB97M-V def2-TZVPD RIJCOSX def2/J DEFGRID3
* xyz 0 1
Pd -1.35 -0.90 -0.05
Se -1.15 -2.34 1.87
C -0.25 -1.31 3.21
C 0.49 -1.99 4.17
C 1.18 -1.28 5.15
C 1.13 0.11 5.17
C 0.38 0.78 4.22
C -0.31 0.08 3.25
H 0.55 -3.07 4.15
H 1.75 -1.82 5.89
H 1.68 0.66 5.93
H 0.33 1.86 4.24
H -0.93 0.60 2.53
C 4.28 -2.16 1.75
C 4.27 -0.82 1.38
C 3.20 -0.31 0.67
C 2.12 -1.12 0.33
C 2.15 -2.46 0.68
C 3.23 -2.98 1.38
P 0.72 -0.50 -0.70
C 1.06 -1.35 -2.27
C 0.03 -2.00 -2.95
C 0.30 -2.66 -4.14
C 1.59 -2.67 -4.65
C 2.62 -2.03 -3.97
C 2.36 -1.38 -2.78
C 1.14 1.24 -0.95
C 1.17 2.08 0.17
C 1.52 3.42 0.03
C 1.82 3.92 -1.23
C 1.77 3.10 -2.34
C 1.43 1.76 -2.20
H 5.12 -2.56 2.32
H 5.10 -0.18 1.65
H 3.22 0.73 0.38
H 1.33 -3.11 0.41
H 3.23 -4.03 1.66
H -0.97 -2.01 -2.54
H -0.49 -3.17 -4.66
H 1.80 -3.18 -5.58
H 3.63 -2.04 -4.36
H 3.16 -0.89 -2.24
H 0.94 1.68 1.15
H 1.54 4.06 0.90
H 2.09 4.97 -1.34
H 1.98 3.50 -3.32
H 1.37 1.13 -3.08
F -1.75 6.08 0.71
C -1.86 4.87 0.16
C -2.26 3.79 0.94
F -2.54 3.97 2.23
C -2.35 2.54 0.36
F -2.75 1.53 1.16
C -2.04 2.30 -0.97
Se -2.19 0.58 -1.78
C -1.66 3.41 -1.72
F -1.37 3.27 -3.02
C -1.57 4.67 -1.17
F -1.16 5.70 -1.92
C -5.52 -3.18 -1.21
S -4.19 -2.76 -0.09
C -4.86 -1.20 0.48
O -3.03 -2.42 -0.99
H -6.43 -3.35 -0.63
H -5.23 -4.09 -1.72
H -5.65 -2.37 -1.92
H -5.79 -1.39 1.02
H -5.01 -0.54 -0.37
H -4.13 -0.76 1.16
*
```

Summary:
E   -7479.8678 hartree
Molar mass   848.9 g mol⁻¹

# C32H27BF6N3O3V

A structure of composition C32H27BF6N3O3V in a non-equilibrium geometry (ωB97M-V/def2-TZVPD, the Open Molecules 2025 dataset).

ORCA input file:
```
! wB97M-V def2-TZVPD RIJCOSX def2/J DEFGRID3
* xyz 1 2
V -0.01 -1.13 1.19
C 1.06 -2.41 -3.00
C 1.10 -1.74 -1.78
N 0.47 -2.16 -0.69
C -0.22 -3.33 -0.78
C -0.38 -4.04 -1.98
C 0.29 -3.54 -3.12
C -1.17 -5.22 -1.98
C -1.73 -5.64 -0.82
C -1.53 -4.96 0.40
C -0.75 -3.83 0.44
N -0.37 -3.02 1.50
C -0.22 -3.40 2.83
C -0.66 -4.52 3.51
C -0.33 -4.72 4.87
C 0.44 -3.83 5.57
C 0.94 -2.68 4.91
C 1.80 -1.74 5.50
C 2.27 -0.67 4.77
C 1.86 -0.53 3.45
N 1.05 -1.40 2.86
C 0.59 -2.48 3.56
H 1.61 -2.01 -3.84
H 1.68 -0.83 -1.70
H 0.21 -4.06 -4.06
H -1.31 -5.76 -2.91
H -2.35 -6.53 -0.81
H -2.01 -5.34 1.29
H -1.25 -5.27 3.02
H -0.71 -5.60 5.36
H 0.68 -4.00 6.61
H 2.09 -1.87 6.53
H 2.94 0.06 5.21
H 2.17 0.32 2.84
C -3.25 1.20 1.29
C -2.08 0.88 2.22
O -1.21 -0.03 1.63
C -2.58 0.20 3.51
F -1.57 0.01 4.38
F -3.07 -1.01 3.21
F -3.53 0.90 4.11
C -1.26 2.15 2.52
F -0.93 2.77 1.38
F -0.11 1.85 3.15
F -1.94 3.00 3.28
H -3.80 0.29 1.09
H -2.86 1.59 0.36
H -3.91 1.93 1.75
C 0.38 3.59 -5.54
C 0.65 4.49 -4.33
C 1.69 5.53 -4.72
C -0.65 5.22 -3.95
C 1.10 3.63 -3.15
C 2.35 3.78 -2.55
C 2.78 3.00 -1.48
C 1.90 2.05 -1.03
O 2.04 1.13 0.01
B 0.86 0.43 0.04
O -0.01 0.86 -0.96
C 0.66 1.88 -1.61
C 0.23 2.64 -2.67
H 0.07 4.19 -6.40
H -0.41 2.87 -5.34
H 1.28 3.04 -5.82
H 1.31 6.12 -5.56
H 2.62 5.07 -5.04
H 1.90 6.22 -3.91
H -0.96 5.87 -4.76
H -0.50 5.84 -3.06
H -1.46 4.53 -3.74
H 3.02 4.54 -2.92
H 3.74 3.14 -1.02
H -0.75 2.48 -3.11
*
```

Summary:
⟨S²⟩   0.7658
E   -3193.6454 hartree
Molar mass   677.3 g mol⁻¹

# C32H27Cl3O2OsPS4Sb

A structure of composition C32H27Cl3O2OsPS4Sb (ωB97M-V/def2-TZVPD, the Open Molecules 2025 dataset).

ORCA input file:
```
! wB97M-V def2-TZVPD RIJCOSX def2/J DEFGRID3
* xyz 1 6
Os 2.49 -1.28 -0.12
Cl -3.59 -5.35 3.47
C -2.29 -4.68 2.59
C -1.46 -3.75 3.22
C -0.42 -3.19 2.52
Cl 0.64 -2.09 3.29
C -0.16 -3.54 1.13
O 0.77 -3.04 0.47
C -1.05 -4.54 0.56
Cl -0.76 -5.01 -1.06
C -2.09 -5.08 1.26
H -1.63 -3.48 4.25
H -2.74 -5.81 0.81
S 5.19 0.53 -0.96
Sb 5.50 -1.67 -0.54
S 3.45 -2.51 -1.71
S 4.01 -1.77 1.49
C -2.39 4.63 3.68
C -1.25 3.71 3.34
C -0.76 3.65 2.03
C 0.30 2.83 1.71
C 0.88 2.05 2.70
C 0.40 2.08 4.00
C -0.66 2.91 4.31
S 2.19 0.94 2.33
C 3.45 2.08 1.79
O 1.67 0.30 1.02
H -3.13 4.66 2.88
H -2.02 5.65 3.81
H -2.88 4.34 4.60
H -1.22 4.25 1.26
H 0.66 2.78 0.68
H 0.84 1.45 4.76
H -1.04 2.94 5.33
H 3.06 2.69 0.98
H 4.30 1.49 1.44
H 3.72 2.69 2.65
C 0.74 4.07 -1.91
C -0.49 3.43 -1.83
C -0.55 2.05 -1.72
C 0.63 1.30 -1.70
C 1.86 1.95 -1.80
C 1.91 3.33 -1.90
P 0.61 -0.50 -1.58
C 0.60 -1.13 -3.27
C 0.45 -0.28 -4.37
C 0.44 -0.81 -5.65
C 0.56 -2.17 -5.85
C 0.71 -3.02 -4.76
C 0.73 -2.50 -3.48
C -1.01 -0.91 -0.87
C -1.32 -0.43 0.41
C -2.52 -0.77 1.01
C -3.42 -1.59 0.35
C -3.13 -2.06 -0.92
C -1.92 -1.72 -1.53
H 0.78 5.15 -2.00
H -1.41 4.01 -1.85
H -1.51 1.56 -1.65
H 2.78 1.38 -1.78
H 2.87 3.82 -1.98
H 0.35 0.79 -4.22
H 0.33 -0.14 -6.50
H 0.56 -2.58 -6.85
H 0.82 -4.09 -4.91
H 0.86 -3.17 -2.63
H -0.61 0.20 0.94
H -2.75 -0.39 2.00
H -4.36 -1.85 0.82
H -3.83 -2.69 -1.45
H -1.71 -2.09 -2.52
*
```

Summary:
⟨S²⟩   8.8203
E   -5031.5031 hartree
Molar mass   1021.2 g mol⁻¹

# C32H27Cl5N7NiO3S

A structure of composition C32H27Cl5N7NiO3S (ωB97M-V/def2-TZVPD, the Open Molecules 2025 dataset).

ORCA input file:
```
! wB97M-V def2-TZVPD RIJCOSX def2/J DEFGRID3
* xyz -1 1
Ni 0.39 -0.84 -1.04
C 4.23 -1.68 2.96
C 3.00 -2.33 2.45
N 2.19 -3.09 3.13
N 1.22 -3.43 2.22
C 1.41 -2.90 1.00
S 0.45 -3.05 -0.36
N 2.58 -2.21 1.15
N 3.14 -1.46 0.14
H 4.32 -1.86 4.03
H 4.17 -0.60 2.78
H 5.11 -2.05 2.45
H 0.42 -3.95 2.50
H 4.04 -1.79 -0.18
H 3.07 -0.46 0.36
C -0.61 3.16 -4.64
C -1.96 3.20 -4.31
C -2.45 2.33 -3.36
C -1.62 1.41 -2.69
C -0.25 1.40 -2.98
C 0.21 2.27 -3.97
C -2.34 0.41 -1.86
C -3.49 0.80 -1.11
C -4.31 -0.15 -0.61
C -4.03 -1.52 -0.85
C -4.86 -2.57 -0.42
C -4.51 -3.87 -0.67
C -3.32 -4.16 -1.36
C -2.49 -3.16 -1.78
C -2.83 -1.81 -1.52
N -1.98 -0.85 -1.99
H -0.20 3.81 -5.40
H -2.63 3.89 -4.82
H -3.51 2.32 -3.16
H 1.27 2.24 -4.21
H -3.69 1.85 -0.95
H -5.19 0.11 -0.02
H -5.77 -2.33 0.12
H -5.15 -4.68 -0.34
H -3.06 -5.20 -1.56
H -1.58 -3.36 -2.32
C -1.08 2.99 0.88
C 0.06 3.09 1.90
C 0.42 1.76 2.60
C 1.51 2.01 3.65
C 1.85 0.77 4.46
C -0.81 1.26 3.31
O -1.28 1.80 4.30
N -1.37 0.15 2.77
C -1.06 -0.43 1.52
O -1.85 -1.25 1.10
N 0.11 -0.09 0.90
C 0.94 0.79 1.51
O 2.12 0.91 1.20
H -1.24 3.96 0.41
H -2.02 2.70 1.36
H -0.86 2.27 0.09
H -0.20 3.80 2.69
H 0.96 3.44 1.41
H 1.15 2.80 4.31
H 2.39 2.38 3.12
H 1.00 0.46 5.07
H 2.69 0.96 5.13
H 2.12 -0.06 3.81
H -2.25 -0.17 3.16
Cl 1.70 2.94 -1.30
C 1.97 1.33 -1.91
C 0.80 0.57 -2.29
C 1.06 -0.81 -2.79
Cl 0.11 -1.32 -4.23
C 2.45 -1.23 -2.92
Cl 2.75 -2.85 -3.45
C 3.48 -0.43 -2.55
Cl 5.12 -1.03 -2.58
C 3.24 0.88 -2.01
Cl 4.59 1.81 -1.44
*
```

Summary:
E   -6052.2879 hartree
Molar mass   825.6 g mol⁻¹

# C32H27F6GeMnN4O4S3

A structure of composition C32H27F6GeMnN4O4S3 in a non-equilibrium geometry (ωB97M-V/def2-TZVPD, the Open Molecules 2025 dataset).

ORCA input file:
```
! wB97M-V def2-TZVPD RIJCOSX def2/J DEFGRID3
* xyz 2 1
Mn -0.27 0.18 2.06
N -0.70 2.29 1.48
N 0.31 3.11 2.00
C 1.55 2.66 2.23
N 2.46 3.52 2.65
S 1.99 1.04 1.95
H -0.82 2.54 0.50
H -1.56 2.48 1.99
H 0.09 4.09 2.15
H 2.26 4.50 2.81
H 3.39 3.18 2.84
F 1.05 -1.72 6.14
C 0.85 -0.47 5.80
F 1.98 0.09 5.42
F 0.29 0.21 6.77
S -0.28 -0.40 4.33
O -0.20 0.98 3.83
O 0.24 -1.28 3.28
N -1.66 -0.79 4.92
S -2.82 -0.61 3.85
O -2.21 -0.16 2.58
O -3.95 0.11 4.28
C -3.27 -2.37 3.47
F -2.15 -2.95 3.01
F -3.69 -3.01 4.53
F -4.19 -2.39 2.52
C -4.72 -1.75 -1.06
C -4.19 -0.49 -0.75
C -2.89 -0.37 -0.31
C -2.09 -1.51 -0.14
C -0.71 -1.43 0.30
C 0.03 -2.62 0.51
C -0.54 -3.85 0.24
C -1.85 -3.94 -0.21
C -2.63 -2.79 -0.42
C -3.96 -2.88 -0.90
H -5.74 -1.82 -1.41
H -4.81 0.39 -0.85
H -2.47 0.60 -0.08
H 1.05 -2.55 0.84
H 0.05 -4.75 0.38
H -2.29 -4.91 -0.39
H -4.35 -3.85 -1.17
C -0.01 -0.18 0.29
Ge 1.09 0.44 -1.27
C 0.78 2.39 -1.40
C -0.50 2.74 -1.87
C -0.82 4.06 -2.13
C 0.13 5.06 -1.95
C 1.40 4.72 -1.50
C 1.72 3.40 -1.22
C 0.41 -0.25 -2.99
C 0.95 0.39 -4.10
C 0.62 -0.02 -5.38
C -0.26 -1.09 -5.56
C -0.79 -1.74 -4.45
C -0.45 -1.33 -3.17
C 2.89 -0.35 -1.07
C 2.97 -1.72 -1.31
C 4.21 -2.34 -1.35
C 5.36 -1.59 -1.18
C 5.28 -0.23 -0.96
C 4.04 0.40 -0.89
H -1.22 1.96 -2.09
H -1.80 4.32 -2.51
H -0.10 6.08 -2.20
H 2.15 5.49 -1.38
H 2.72 3.15 -0.88
H 1.63 1.22 -3.96
H 1.04 0.49 -6.24
H -0.52 -1.41 -6.55
H -1.46 -2.57 -4.59
H -0.87 -1.85 -2.32
H 2.07 -2.30 -1.49
H 4.27 -3.41 -1.52
H 6.33 -2.07 -1.24
H 6.19 0.36 -0.83
H 3.99 1.46 -0.71
*
```

Summary:
E   -6776.5968 hartree
Molar mass   869.3 g mol⁻¹

Copy entry 1 word for word.
# C32H26F3IrN6OS

A structure of composition C32H26F3IrN6OS in a non-equilibrium geometry (ωB97M-V/def2-TZVPD, the Open Molecules 2025 dataset).

ORCA input file:
```
! wB97M-V def2-TZVPD RIJCOSX def2/J DEFGRID3
* xyz 2 5
Ir -0.77 0.74 0.91
C 0.13 2.14 3.60
N -0.97 2.26 2.54
C -2.34 2.11 3.11
C -3.25 2.06 1.95
N -2.75 1.38 0.86
C -3.83 1.35 -0.08
C -3.97 0.78 -1.34
C -5.09 1.08 -2.10
C -6.08 1.91 -1.59
C -5.98 2.45 -0.31
C -4.86 2.19 0.41
N -4.51 2.57 1.74
C 1.18 1.29 3.05
N 1.02 0.64 1.86
C 2.07 -0.32 1.84
C 2.41 -1.30 0.93
C 3.53 -2.11 1.23
C 4.26 -1.93 2.44
C 3.98 -0.83 3.27
C 2.92 -0.04 2.89
N 2.36 0.99 3.66
H -0.37 1.62 4.44
H 0.52 3.15 3.86
H -0.84 3.10 2.00
H -2.52 2.95 3.80
H -2.33 1.18 3.71
H -3.16 0.08 -1.69
H -5.26 0.64 -3.08
H -6.97 2.16 -2.22
H -6.83 2.94 0.19
H -5.19 2.93 2.43
H 1.95 -1.36 -0.03
H 3.87 -2.89 0.53
H 5.00 -2.68 2.79
H 4.46 -0.72 4.25
H 2.74 1.27 4.59
C 6.62 1.45 -5.56
C 5.40 0.60 -5.28
O 5.37 -0.39 -4.58
S 4.09 1.25 -6.34
C 2.93 0.80 -5.08
C 2.86 1.65 -4.01
C 1.96 1.39 -2.99
C 1.17 0.20 -3.06
C 1.28 -0.67 -4.19
C 2.11 -0.33 -5.21
C 0.33 0.10 -1.96
C -0.21 0.17 -0.84
H 7.04 1.35 -6.54
H 7.44 1.25 -4.82
H 6.27 2.49 -5.47
H 3.58 2.45 -3.94
H 1.94 2.05 -2.08
H 0.69 -1.53 -4.21
H 2.33 -0.95 -6.10
F -3.12 -5.44 3.46
C -2.64 -5.26 2.19
F -3.63 -5.47 1.28
F -1.69 -6.24 2.06
C -2.09 -3.81 1.96
C -2.29 -3.22 0.73
C -1.88 -1.93 0.45
N -1.25 -1.20 1.40
C -1.02 -1.74 2.62
C -1.47 -3.00 2.95
H -2.82 -3.73 -0.08
H -2.17 -1.49 -0.55
H -0.41 -1.20 3.37
H -1.21 -3.39 3.97
*
```

Summary:
⟨S²⟩   6.0573
E   -2440.1826 hartree
Molar mass   791.9 g mol⁻¹

> molar mass of number 5 (C32H27Cl5N7NiO3S)?

825.6 g mol⁻¹

> What is the molar mass in the fourth record?

1021.2 g mol⁻¹

> E of number 1 (C32H26F3IrN6OS)?

-2440.1826 hartree